{
  "formula": "C16H40N8O17S",
  "method": "ωB97M-V/def2-TZVPD",
  "lumo_ev": -0.139,
  "smiles": "C[N+](=O)[O-].C[N+](=O)[O-].C[N+](=O)[O-].C[N+](=O)[O-].C[N+](=O)[O-].O=S1(=O)OCCO1.CN(C)C=O.CN(C)C=O.CN(C)C=O",
  "elements": ["C", "N", "O", "O", "H", "H", "H", "C", "N", "O", "O", "H", "H", "H", "C", "N", "O", "O", "H", "H", "H", "C", "N", "O", "O", "H", "H", "H", "C", "N", "O", "O", "H", "H", "H", "C", "C", "O", "S", "O", "O", "O", "H", "H", "H", "H", "C", "O", "N", "C", "C", "H", "H", "H", "H", "H", "H", "H", "C", "O", "N", "C", "C", "H", "H", "H", "H", "H", "H", "H", "C", "O", "N", "C", "C", "H", "H", "H", "H", "H", "H", "H"],
  "coordinates": [[3.8299, 3.9398, 0.1814], [3.5716, 2.4790, 0.0203], [3.7769, 1.7469, 0.9560], [3.1636, 2.1394, -1.0763], [2.8926, 4.4203, -0.0799], [4.5607, 4.1746, -0.5889], [4.1483, 4.1716, 1.1860], [-1.3031, -0.6049, 4.9224], [-0.8954, -0.5613, 6.3473], [-0.7970, 0.5278, 6.8817], [-0.6938, -1.6278, 6.8999], [-2.3560, -0.8866, 4.8723], [-0.7957, -1.4662, 4.5012], [-1.1378, 0.3491, 4.4461], [-5.2229, 1.6550, -2.6357], [-3.9100, 2.3444, -2.7020], [-3.8984, 3.5557, -2.6351], [-2.9259, 1.6330, -2.7297], [-5.9367, 2.3289, -2.1762], [-5.0902, 0.7752, -2.0114], [-5.5289, 1.3855, -3.6409], [-3.0647, 1.0943, 1.1967], [-3.6923, -0.2546, 1.2603], [-3.7428, -0.7955, 2.3413], [-4.1574, -0.7106, 0.2316], [-2.9158, 1.3481, 0.1537], [-2.1732, 1.0752, 1.8161], [-3.7872, 1.7912, 1.6199], [2.3796, 2.3772, 4.0368], [1.5067, 3.4005, 3.4069], [1.4258, 3.3601, 2.1957], [0.9141, 4.1777, 4.1204], [1.9735, 1.4085, 3.7515], [2.3569, 2.5301, 5.1085], [3.3780, 2.4583, 3.6193], [-1.9537, -4.6008, 5.2226], [-1.8692, -5.8881, 4.4067], [-1.1598, -5.4936, 3.2157], [-1.1706, -3.9067, 2.9995], [-1.8377, -3.5791, 1.8046], [0.1352, -3.4335, 3.2744], [-2.1532, -3.6036, 4.2175], [-1.0666, -4.4570, 5.8393], [-2.8283, -4.5521, 5.8663], [-2.8288, -6.3418, 4.1614], [-1.2497, -6.6569, 4.8686], [2.7749, -2.4849, -1.8374], [3.3171, -2.0644, -0.8417], [3.1294, -3.5563, -2.5735], [2.4990, -3.8376, -3.8453], [4.2039, -4.4210, -2.1330], [2.0142, -1.8805, -2.3747], [1.5053, -3.3832, -3.8743], [2.3782, -4.9082, -3.9742], [3.0562, -3.3690, -4.6614], [4.9872, -3.8347, -1.6584], [3.8293, -5.1692, -1.4296], [4.6245, -4.9452, -2.9887], [0.3119, 0.7931, 0.7996], [0.1197, 0.5528, 1.9797], [0.0760, -0.0078, -0.2423], [0.2214, 0.4444, -1.6141], [-0.4531, -1.3523, -0.0757], [0.7190, 1.7672, 0.4679], [-0.7124, 0.9015, -1.9360], [0.4139, -0.4547, -2.1992], [1.1001, 1.0707, -1.7639], [0.1610, -2.0606, -0.6297], [-0.4299, -1.6804, 0.9565], [-1.5064, -1.3691, -0.3716], [1.8016, 3.7527, -5.3585], [2.3626, 4.7553, -5.7257], [0.4673, 3.5377, -5.4059], [-0.0908, 2.2561, -4.9504], [-0.4501, 4.5424, -5.8949], [2.3357, 2.8881, -4.9243], [-1.0852, 2.1069, -5.3556], [-0.0903, 2.2848, -3.8616], [0.5481, 1.4527, -5.3165], [-0.8879, 4.2362, -6.8472], [-1.2274, 4.7448, -5.1563], [0.1051, 5.4647, -6.0558]],
  "forces_ev_per_angstrom": [[-0.22, -0.13, -0.60], [0.00, 0.29, 0.03], [0.06, -0.18, 0.08], [-0.02, -0.12, 0.13], [-0.01, 0.13, 0.13], [0.11, 0.15, 0.18], [0.08, -0.12, 0.08], [-0.41, -0.75, -0.09], [-0.08, 0.33, 0.18], [0.01, -0.30, -0.12], [-0.07, 0.08, -0.03], [-0.06, 0.29, 0.28], [0.41, 0.42, -0.26], [0.26, 0.02, -0.05], [-0.29, -0.11, 0.31], [-0.08, 0.11, 0.67], [0.05, -0.12, -0.28], [0.18, 0.03, -0.28], [0.01, 0.13, -0.15], [0.08, -0.08, -0.16], [0.08, -0.02, -0.07], [-0.30, 0.14, 0.13], [-0.19, 0.11, -0.09], [0.09, -0.04, 0.09], [0.04, 0.03, -0.02], [0.31, -0.12, -0.01], [0.13, 0.00, -0.19], [-0.03, -0.10, 0.11], [-0.04, -0.25, 0.17], [0.05, -0.31, -0.05], [-0.01, 0.33, -0.19], [0.01, 0.06, 0.01], [-0.09, 0.03, -0.03], [0.02, 0.01, 0.01], [-0.01, 0.14, -0.07], [-0.59, -0.57, 0.35], [0.58, -0.29, 0.16], [-0.23, 0.07, -0.27], [-0.21, -1.00, 0.75], [-0.23, 0.23, -0.58], [0.25, 0.33, 0.01], [0.36, 0.35, -0.05], [0.14, 0.40, -0.31], [0.00, -0.09, -0.02], [-0.09, 0.33, -0.23], [-0.06, 0.13, 0.17], [0.33, 1.06, -0.95], [-0.06, -0.48, 0.41], [0.00, -0.41, 0.17], [-0.34, 0.64, 0.10], [0.02, -0.13, 0.09], [-0.25, -0.24, 0.26], [0.01, -0.10, 0.11], [0.10, -0.07, -0.18], [0.13, -0.41, -0.13], [-0.04, 0.02, 0.10], [0.12, 0.03, 0.06], [0.01, 0.06, -0.06], [0.47, 0.71, -0.43], [-0.22, -0.28, 0.34], [0.06, -0.59, 0.28], [0.11, -0.44, 0.12], [-0.22, 0.13, 0.39], [-0.03, -0.09, 0.13], [0.13, 0.16, -0.35], [-0.20, 0.09, -0.22], [-0.20, 0.28, 0.26], [-0.20, 0.00, -0.24], [0.18, 0.34, 0.20], [0.12, -0.27, -0.32], [-0.48, -0.44, 0.14], [0.37, 0.52, -0.14], [-0.40, -0.44, -0.19], [0.90, 0.70, 0.03], [0.30, 0.31, 0.00], [0.07, 0.01, -0.05], [-0.11, 0.11, 0.08], [-0.39, -0.46, 0.03], [-0.05, -0.14, 0.17], [-0.15, -0.01, 0.06], [-0.10, -0.12, -0.06], [0.03, -0.05, -0.03]]
}

=====

{
  "formula": "C27H23CoN2O2S",
  "method": "ωB97M-V/def2-TZVPD",
  "s2": 3.94,
  "charge": -1,
  "lumo_ev": [2.414, 2.409],
  "multiplicity": 4,
  "elements": ["Co", "S", "C", "C", "C", "C", "C", "C", "N", "C", "C", "C", "C", "C", "C", "C", "H", "H", "H", "H", "H", "H", "H", "H", "O", "C", "O", "C", "C", "C", "C", "C", "C", "C", "C", "C", "N", "H", "H", "H", "H", "H", "H", "C", "C", "C", "C", "H", "H", "H", "H", "H", "H", "H", "H", "H"],
  "coordinates": [[0.0932, -0.8091, -0.5360], [1.6785, -0.0172, 3.6631], [0.0090, -0.4059, 3.9410], [-0.7049, -0.3688, 5.1346], [-2.0405, -0.7203, 5.0987], [-2.6479, -1.1087, 3.8995], [-1.9412, -1.1493, 2.7147], [-0.5953, -0.7826, 2.7356], [0.2650, -0.7619, 1.6470], [1.4621, -0.4001, 1.9795], [2.5105, -0.3053, 0.9627], [3.8284, -0.0096, 1.3009], [4.7822, 0.0857, 0.3040], [4.3973, -0.1144, -1.0158], [3.0752, -0.4045, -1.3327], [2.0775, -0.5108, -0.3618], [-0.2298, -0.0681, 6.0593], [-2.6218, -0.6932, 6.0117], [-3.6947, -1.3834, 3.8940], [-2.4049, -1.4687, 1.7936], [4.1071, 0.1449, 2.3383], [5.8110, 0.3157, 0.5506], [5.1349, -0.0381, -1.8069], [2.8280, -0.5423, -2.3785], [-3.7924, -1.6161, -0.5418], [-2.6701, -1.1099, -0.5222], [-1.5659, -1.8121, -0.5230], [-2.4717, 0.3578, -0.4633], [-3.5477, 1.2350, -0.4281], [-3.3394, 2.5893, -0.3067], [-1.9970, 3.0797, -0.2077], [-1.6893, 4.4362, -0.0633], [-0.3784, 4.8823, 0.0348], [0.6598, 3.9594, -0.0124], [0.3907, 2.6067, -0.1558], [-0.9291, 2.1321, -0.2566], [-1.1715, 0.7944, -0.3928], [-4.5393, 0.8057, -0.4900], [-4.1650, 3.2901, -0.2736], [-2.5097, 5.1463, -0.0283], [-0.1667, 5.9389, 0.1477], [1.6878, 4.2951, 0.0625], [1.1977, 1.8872, -0.2000], [1.2764, -3.2747, -2.3969], [0.0976, -2.4787, -2.9494], [0.0844, -2.5474, -4.4795], [0.0946, -1.0262, -2.5019], [1.2412, -4.3111, -2.7434], [1.2705, -3.2849, -1.3050], [2.2282, -2.8420, -2.7175], [-0.8222, -2.9341, -2.5759], [1.0004, -2.1137, -4.8927], [-0.7628, -1.9945, -4.8896], [0.0151, -3.5822, -4.8267], [-0.8373, -0.5309, -2.7805], [0.9327, -0.4614, -2.9177]],
  "forces_ev_per_angstrom": [[-0.10, 0.03, -0.02], [-0.01, -0.04, 0.00], [-0.02, 0.05, 0.04], [0.00, 0.01, -0.04], [0.00, 0.01, 0.01], [-0.01, 0.00, 0.00], [0.02, -0.01, 0.02], [0.01, -0.01, -0.04], [0.01, -0.04, -0.08], [0.07, 0.05, -0.04], [-0.09, 0.00, 0.04], [-0.01, -0.01, 0.01], [0.01, 0.00, -0.01], [0.02, 0.01, 0.01], [-0.02, 0.00, 0.01], [0.06, -0.04, -0.04], [0.00, 0.00, 0.00], [-0.01, -0.01, -0.01], [0.00, 0.00, 0.01], [0.00, 0.00, 0.00], [0.01, 0.00, 0.00], [0.00, 0.00, 0.00], [0.00, 0.00, 0.00], [0.00, 0.00, 0.01], [0.00, 0.02, 0.03], [0.02, -0.04, -0.09], [0.02, 0.03, 0.02], [0.01, -0.02, 0.04], [-0.02, 0.01, 0.01], [-0.02, -0.01, -0.01], [0.06, 0.00, 0.01], [-0.01, 0.00, 0.00], [0.00, 0.02, 0.00], [0.00, -0.01, 0.00], [-0.03, -0.01, 0.00], [-0.05, -0.01, -0.01], [-0.02, 0.06, 0.04], [0.01, 0.00, 0.00], [0.00, 0.00, 0.00], [0.01, 0.00, 0.00], [-0.01, 0.00, 0.00], [0.00, -0.02, 0.00], [0.03, 0.01, 0.00], [0.00, 0.00, 0.00], [-0.01, 0.00, -0.02], [-0.01, -0.02, 0.01], [0.09, 0.00, 0.02], [0.00, 0.00, -0.01], [0.01, 0.00, 0.00], [0.00, -0.01, 0.01], [0.00, 0.01, 0.01], [0.00, 0.00, 0.00], [0.00, 0.00, 0.00], [0.00, 0.00, 0.00], [-0.02, 0.00, 0.03], [-0.01, -0.01, 0.02]]
}

=====

{
  "formula": "C3H4OS",
  "method": "ωB97M-V/def2-TZVPD",
  "lumo_ev": -1.364,
  "smiles": "CC(=S)C=O",
  "elements": ["C", "C", "C", "O", "S", "H", "H", "H", "H"],
  "coordinates": [[0.1575, -1.4974, -0.0516], [0.5481, 0.0799, -0.1079], [-0.5417, 1.1026, 0.0501], [-0.8437, -2.1749, -0.1408], [2.1739, 0.2164, 0.0285], [1.1800, -1.8158, -0.0711], [-0.4654, 1.9432, -0.7088], [-0.5489, 1.4577, 1.0198], [-1.6598, 0.6883, -0.0183]],
  "forces_ev_per_angstrom": [[-0.43, 0.46, -1.28], [-1.05, -1.15, 1.26], [-2.23, -0.59, -3.15], [1.17, 1.97, 0.45], [-1.35, 0.65, -0.43], [0.76, -1.93, 0.33], [0.06, -0.88, 1.10], [0.50, 1.17, 2.04], [2.57, 0.30, -0.33]]
}

=====

E readings, ordered: -2748.4592 -3083.7121 -590.0629 Ha